Entry from the OMol25 dataset: a molecular structure, C32H29AuCl3O6Si (wB97M-V/def2-TZVPD).

Its orbital gap is 8.47 eV. The value obtained for the HOMO energy is -5.9 eV. For the energy above the lowest of the compared OMol25 structures with the same formula, charge and spin, the calculation gives 23.7 kJ/mol.

The geometry in ORCA input format:
```
! RIJCOSX wB97M-V def2-TZVPD def2/J DEFGRID3
* xyz -1 1
Au -1.3778 -1.9688 1.2799
C 1.3898 2.4740 -2.6835
C 1.1879 0.9799 -2.5381
C 1.7416 0.2061 -3.7298
O -0.2041 0.6840 -2.4034
C -0.4285 -0.1585 -1.2744
C 1.0198 -0.5346 -0.8677
O 1.7916 0.5606 -1.3403
C 1.4476 -1.0312 0.5305
O 0.6183 -2.0752 0.8968
C 2.8504 -1.6591 0.3024
C 4.0291 -0.9374 0.4449
C 5.2592 -1.5267 0.1840
C 5.3279 -2.8487 -0.2287
C 4.1550 -3.5779 -0.3666
C 2.9284 -2.9897 -0.0974
C 1.5960 -0.0071 1.6624
C 1.6335 -0.5442 2.9504
C 1.8432 0.2629 4.0545
C 2.0290 1.6320 3.8950
C 1.9996 2.1720 2.6208
C 1.7886 1.3596 1.5111
C -1.4828 0.4736 -0.2879
O -1.2890 -0.0246 1.0092
C -1.3278 1.9993 -0.1823
C -1.5709 2.8401 -1.2704
C -1.4851 4.2158 -1.1403
C -1.1570 4.7855 0.0842
C -0.9181 3.9610 1.1704
C -1.0078 2.5797 1.0380
C -2.9064 0.1475 -0.8200
C -3.9461 1.0695 -0.6961
C -5.2291 0.7850 -1.1350
C -5.5203 -0.4491 -1.6942
C -4.5185 -1.4009 -1.7715
C -3.2331 -1.1057 -1.3376
H 0.8211 2.8438 -3.5369
H 2.4480 2.6889 -2.8366
H 1.0455 2.9806 -1.7842
H 1.2340 0.5212 -4.6417
H 1.5775 -0.8630 -3.5967
H 2.8121 0.3877 -3.8272
H -0.8693 -1.0801 -1.6484
H 1.2492 -1.4094 -1.4920
H 3.9915 0.0961 0.7631
H 6.1668 -0.9488 0.3106
H 6.2866 -3.3078 -0.4370
H 4.1940 -4.6148 -0.6788
H 2.0129 -3.5641 -0.1519
H 1.4876 -1.6120 3.0653
H 1.8693 -0.1774 5.0440
H 2.1966 2.2671 4.7567
H 2.1361 3.2379 2.4783
H 1.7774 1.8004 0.5264
H -1.8402 2.4121 -2.2251
H -1.6811 4.8476 -1.9986
H -1.1021 5.8625 0.1888
H -0.6669 4.3874 2.1341
H -0.8353 1.9364 1.8870
H -3.7583 2.0288 -0.2370
H -6.0068 1.5309 -1.0250
H -6.5181 -0.6732 -2.0499
H -4.7322 -2.3888 -2.1600
H -2.4997 -1.8996 -1.3894
Cl -4.6554 -0.3803 2.0033
Si -3.5774 -2.1308 1.9590
Cl -4.6986 -3.4794 0.8692
Cl -3.6460 -2.8211 3.9043
O 0.1596 -4.3903 2.7401
C -0.7757 -4.7137 2.0525
O -1.6257 -3.9484 1.4210
H -1.0111 -5.7751 1.8431
*
```

---

Entry from the OMol25 dataset: a molecular structure, C10H91Br2FO37Si2 at a distorted geometry (wB97M-V/def2-TZVPD).

Its orbital gap is 7.35 eV. The value obtained for the HOMO energy is -8.2 eV.

The geometry in ORCA input format:
```
! RIJCOSX wB97M-V def2-TZVPD def2/J DEFGRID3
* xyz 0 1
C -2.7682 1.8642 3.0037
C -1.8863 1.1378 3.7788
Si -0.2556 0.4139 3.2598
O -0.3192 -1.2200 2.8708
C -1.5464 -1.8859 3.1784
C -1.4301 -3.3248 2.6373
C -1.9863 -4.3910 3.5943
O 0.7745 0.6701 4.5452
Si 1.1759 -0.7501 5.3893
C 2.3776 -1.8531 4.4072
C 1.9017 -3.2869 4.5456
F 2.4373 -4.0386 3.5096
C 0.5621 1.3023 1.7769
Br 1.7187 -0.0403 0.8944
C -0.3818 1.8221 0.6984
C 0.4688 2.4361 -0.4518
Br -1.4408 0.3802 -0.1296
H -3.4214 1.4605 2.2433
H -2.7705 2.9252 3.1496
H -2.1755 0.9693 4.8118
H -1.6719 -1.9686 4.2515
H -2.4036 -1.4218 2.7125
H -2.0530 -3.3645 1.7547
H -0.4188 -3.5606 2.3487
H -1.3140 -5.2203 3.6966
H -2.8842 -4.8165 3.1683
H -2.2739 -4.0030 4.5652
H -0.0354 -1.4626 5.7776
H 1.8556 -0.3291 6.6343
H 2.2603 -1.5572 3.3747
H 3.3958 -1.7280 4.7416
H 0.8285 -3.3219 4.4390
H 2.1342 -3.7113 5.5092
H 1.1904 2.1030 2.1371
H -0.9984 2.6475 1.0472
H 0.0232 3.3640 -0.7777
H 0.6349 1.7349 -1.2500
H 1.4387 2.6785 -0.0386
O 1.1631 -1.0236 -2.8439
H 2.1128 -1.2218 -2.8960
H 1.0184 -0.8334 -1.9143
O -5.4667 1.1480 1.2784
H -4.8026 0.7523 0.7079
H -6.2987 0.9402 0.8365
O -2.4983 4.4947 0.9114
H -2.3806 4.4551 1.8709
H -3.2733 3.9405 0.7440
O -1.8947 0.5424 -3.4792
H -0.9483 0.3552 -3.4514
H -2.1254 0.7547 -2.5638
O 3.0088 -3.2496 -3.7768
H 3.6036 -3.6259 -4.4320
H 2.1315 -3.4780 -4.1042
O -0.7904 5.5123 3.1596
H 0.1324 5.3129 2.9772
H -0.8198 6.4751 3.1904
O -3.2991 6.7598 4.8500
H -2.6233 6.3590 4.2964
H -4.1266 6.4910 4.4259
O -0.9892 -6.3185 1.5504
H -0.2000 -6.8525 1.4312
H -1.2378 -6.0445 0.6540
O -1.3592 -4.6415 -0.7784
H -1.0132 -3.7538 -0.8982
H -2.1034 -4.6862 -1.3908
O 1.7754 -0.7286 -5.8335
H 2.6973 -0.4958 -5.9895
H 1.7317 -0.9123 -4.8886
O 3.7510 0.3709 -2.0706
H 4.6571 0.5209 -1.7865
H 3.2200 0.5288 -1.2809
O 4.3140 0.8580 -6.8112
H 4.0560 0.5279 -7.6839
H 3.6590 1.5455 -6.6180
O 1.8395 -3.1727 -7.3700
H 1.1411 -2.9630 -7.9936
H 1.6833 -2.5668 -6.6292
O 0.0044 -3.2462 7.1630
H 0.1348 -3.2471 8.1150
H -0.7625 -3.8218 7.0288
O 5.3907 -1.0118 -9.1080
H 5.0690 -1.3904 -8.2828
H 6.2076 -1.4932 -9.2695
O 7.0091 -0.2075 -6.0748
H 6.1539 0.0424 -6.4473
H 7.6346 -0.0428 -6.7888
O 4.7220 -6.0655 3.5007
H 4.5583 -6.4589 2.6409
H 4.0281 -5.4024 3.5919
O -2.2992 -5.1143 7.6836
H -2.1778 -5.1317 8.6424
H -3.0581 -5.6803 7.5273
O -7.6840 1.3696 -1.1277
H -7.2870 2.2306 -1.3364
H -8.4252 1.3021 -1.7337
O 8.8757 0.8040 -3.9261
H 8.5787 0.4819 -4.7849
H 8.2435 1.4926 -3.7106
O -1.4495 -5.8442 10.4587
H -1.8245 -6.1759 11.2787
H -0.6096 -6.3046 10.3738
O 5.6046 2.6700 -8.7996
H 5.2791 2.3057 -7.9665
H 6.4184 2.1894 -8.9676
O 9.1124 -2.3257 -6.6946
H 10.0371 -2.1581 -6.4827
H 8.6473 -2.1679 -5.8653
O -4.8559 9.5338 4.1292
H -4.6288 8.7067 4.5616
H -4.7030 10.1919 4.8143
O -3.8046 6.7086 -1.1243
H -3.5748 5.8578 -0.7398
H -3.6337 7.3375 -0.4164
O -4.0475 -1.4022 -3.8311
H -4.8744 -0.9524 -3.6261
H -3.3752 -0.7050 -3.7729
O 10.9652 -4.1631 -5.3371
H 11.5540 -4.5535 -5.9884
H 10.0827 -4.3604 -5.6671
O 1.5815 2.7469 -6.6928
H 0.8878 2.9821 -7.3142
H 1.4372 3.3297 -5.9427
O -4.8831 5.9606 2.2234
H -4.2471 5.5779 1.6062
H -5.7460 5.7420 1.8610
O -2.4319 -4.6095 -3.7220
H -3.2513 -4.3691 -4.1631
H -1.7416 -4.3354 -4.3352
O -3.0108 3.6415 5.3155
H -2.0830 3.4361 5.1508
H -3.0340 4.6037 5.3369
O -0.8698 -2.8748 -4.2568
H -1.6548 -2.4022 -3.9641
H -0.1634 -2.2209 -4.1943
O -6.6259 4.1394 -1.4142
H -7.4260 4.6433 -1.2362
H -5.9163 4.7822 -1.3185
O -5.1515 -2.3649 -1.2565
H -4.9819 -3.3036 -1.1496
H -4.6708 -2.1218 -2.0606
O -2.9927 10.2684 6.4473
H -2.7749 9.4333 6.8717
H -2.8487 10.9293 7.1300
*
```

---

Entry from the OMol25 dataset: a single C18H17NO4 molecule (wB97M-V/def2-TZVPD).

The SMILES is O=C(COC(=O)C1CC1)Nc1ccc(Oc2ccccc2)cc1. Its orbital gap is 8.72 eV. The value obtained for the HOMO energy is -8.0 eV. For the energy above the lowest of the compared OMol25 structures with the same formula, charge and spin, the calculation gives 126.4 kJ/mol.

The geometry in ORCA input format:
```
! RIJCOSX wB97M-V def2-TZVPD def2/J DEFGRID3
* xyz 0 1
O -2.5976 -0.4722 -1.5230
C -2.4773 -1.1077 -0.5035
N -1.3577 -1.1882 0.2573
C -0.1218 -0.5575 0.0564
C 0.8977 -0.8255 0.9670
C 2.1449 -0.2530 0.8215
C 2.3946 0.5995 -0.2496
C 1.3726 0.8828 -1.1498
C 0.1246 0.3116 -1.0021
H -0.6609 0.5339 -1.7037
H 1.5713 1.5602 -1.9650
O 3.5887 1.2490 -0.4214
C 4.7672 0.6201 -0.1176
C 5.8286 1.4271 0.2813
C 7.0636 0.8644 0.5401
C 7.2520 -0.5014 0.4062
C 6.1984 -1.3012 -0.0019
C 4.9585 -0.7494 -0.2679
H 4.1421 -1.3729 -0.6025
H 6.3408 -2.3651 -0.1217
H 8.2165 -0.9395 0.6128
H 7.8823 1.4959 0.8513
H 5.6654 2.4891 0.3780
H 2.9238 -0.4587 1.5409
H 0.7117 -1.4847 1.8036
H -1.4127 -1.7223 1.1132
C -3.6361 -1.9722 0.0315
H -3.5226 -2.1764 1.1020
H -3.6880 -2.9059 -0.5323
O -4.8682 -1.3140 -0.2041
C -4.9552 -0.0889 0.3496
O -4.0933 0.3645 1.0613
C -6.2199 0.5767 -0.0184
C -6.1665 2.0670 -0.2626
C -6.8170 1.5503 0.9680
H -7.8927 1.5800 1.0480
H -6.2922 1.6712 1.9033
H -6.7791 2.4600 -1.0588
H -5.1995 2.5356 -0.1656
H -6.8738 -0.0299 -0.6282
*
```

---

Entry from the OMol25 dataset: 9 unconnected molecules or ions with the total composition C38H48Cl4F4O9 at a distorted geometry (wB97M-V/def2-TZVPD).

The SMILES is CCOC(=O)OC.CCOC(=O)OC.CCOC(=O)OC.Fc1ccccc1.Fc1ccccc1.Fc1ccccc1.Fc1ccccc1.ClCCl.ClCCl. Its orbital gap is 9.40 eV. The value obtained for the HOMO energy is -9.0 eV. For the energy above the lowest of the compared OMol25 structures with the same formula, charge and spin, the calculation gives 0.0 kJ/mol.

The geometry in ORCA input format:
```
! RIJCOSX wB97M-V def2-TZVPD def2/J DEFGRID3
* xyz 0 1
C 1.2099 -2.0160 4.8448
Cl 0.2534 -2.8552 6.0385
Cl 2.0023 -3.0570 3.6259
H 0.6049 -1.3157 4.2787
H 1.9819 -1.5100 5.4147
C -2.0184 -4.9784 1.3368
Cl -2.6169 -4.2285 -0.1233
Cl -0.3167 -4.6421 1.6542
H -2.5199 -4.5369 2.1966
H -2.2114 -6.0425 1.4408
C -3.7511 -1.5856 6.0129
C -3.6888 -1.2199 4.5345
O -4.6666 -1.9514 3.8218
C -4.4580 -2.1254 2.5097
O -3.3975 -1.9932 1.9513
O -5.5836 -2.5011 1.9697
C -5.7223 -2.6140 0.5550
H -4.8044 -1.8152 6.2066
H -3.2564 -0.9090 6.7012
H -3.3305 -2.5745 6.2190
H -2.7015 -1.5037 4.1596
H -3.7334 -0.1349 4.4200
H -6.7393 -2.4003 0.2359
H -5.5453 -3.6620 0.3145
H -5.0243 -1.9520 0.0474
C 1.3243 2.9116 2.0934
C -0.0932 3.2612 2.4704
O -0.9605 2.2182 2.0137
C -2.2621 2.3671 2.2283
O -2.7234 3.3515 2.7485
O -2.9178 1.3689 1.6692
C -4.3266 1.4700 1.6359
H 1.3055 1.8953 1.6808
H 1.9909 2.7491 2.9402
H 1.7363 3.5557 1.3226
H -0.4259 4.1571 1.9418
H -0.1542 3.4687 3.5386
H -4.7816 0.5058 1.4067
H -4.6497 2.1253 0.8258
H -4.6854 1.7653 2.6217
C -0.6371 0.0946 -6.0158
C 0.3703 -0.6590 -5.1584
O 1.1708 0.2086 -4.3631
C 2.3570 0.6273 -4.8261
O 2.6532 0.6580 -5.9920
O 3.1517 0.8420 -3.7935
C 4.5368 0.9329 -4.0319
H -0.9880 -0.5227 -6.8465
H -0.1645 0.9506 -6.4993
H -1.5390 0.4290 -5.5059
H 1.0199 -1.2730 -5.7841
H -0.1356 -1.3277 -4.4647
H 5.0417 1.5919 -3.3240
H 4.8350 1.2798 -5.0189
H 5.0173 -0.0310 -3.8475
F 5.7444 2.8988 3.0640
C 5.5618 1.6097 3.3703
C 5.3948 0.6802 2.3680
C 5.1919 -0.6730 2.6725
C 5.0437 -1.0183 4.0058
C 5.3730 -0.1160 5.0163
C 5.5597 1.2133 4.7002
H 5.5028 0.9068 1.3148
H 5.1707 -1.4271 1.8999
H 4.8311 -2.0506 4.2565
H 5.4297 -0.5132 6.0204
H 5.9235 1.9011 5.4543
F -2.9167 -3.0007 -7.2989
C -2.9383 -2.8943 -5.9543
C -3.5359 -1.7681 -5.4034
C -3.3129 -1.4864 -4.0713
C -2.5535 -2.3150 -3.2534
C -1.9456 -3.4260 -3.8490
C -2.0845 -3.6929 -5.2133
H -4.0821 -1.0795 -6.0322
H -3.7731 -0.5633 -3.7364
H -2.4064 -2.2629 -2.1837
H -1.2536 -4.0531 -3.3021
H -1.6531 -4.5909 -5.6331
F 0.8019 6.9251 -0.6360
C 1.3826 5.9326 -1.3415
C 2.3454 6.1910 -2.2944
C 2.9285 5.1756 -3.0205
C 2.4624 3.8853 -2.8180
C 1.5616 3.5960 -1.7800
C 0.9872 4.6454 -1.0560
H 2.5700 7.2453 -2.4211
H 3.7645 5.4340 -3.6549
H 2.9806 2.9988 -3.1670
H 1.3228 2.5735 -1.5324
H 0.2205 4.4567 -0.3167
F 3.4310 -0.1523 -0.2816
C 2.1222 -0.4058 -0.1224
C 1.2361 -0.1286 -1.1434
C -0.0934 -0.5051 -1.1089
C -0.5690 -1.0637 0.0659
C 0.2344 -1.1878 1.1893
C 1.5950 -0.8268 1.0853
H 1.5766 0.2470 -2.1026
H -0.7645 -0.3256 -1.9364
H -1.6054 -1.3784 0.1067
H -0.1079 -1.5336 2.1517
H 2.3139 -0.9248 1.8904
*
```

---

Entry from the OMol25 dataset: a molecular structure, C5H5N at a distorted geometry (wB97M-V/def2-TZVPD).

Its orbital gap is 9.06 eV. The value obtained for the HOMO energy is -9.4 eV. For the energy above the lowest of the compared OMol25 structures with the same formula, charge and spin, the calculation gives 741.2 kJ/mol.

The geometry in ORCA input format:
```
! RIJCOSX wB97M-V def2-TZVPD def2/J DEFGRID3
* xyz 0 1
C 1.7716 -0.6398 -2.6553
C 1.2680 0.1351 -3.4981
C 1.5359 -1.1348 -1.3226
C -0.2536 0.5516 -0.1243
C 0.3978 -0.7627 0.1732
N 2.4760 -1.7513 -1.8670
H -0.3032 0.6856 -1.2630
H 0.4572 1.2395 0.3511
H -1.1856 0.3170 0.3420
H -0.2513 -1.6006 0.2288
H 1.1790 -0.6213 0.9809
*
```

---

Entry from the OMol25 dataset: 2 unconnected molecules or ions with the total composition H4O2 at a distorted geometry (wB97M-V/def2-TZVPD).

The SMILES is O.O. Its orbital gap is 12.06 eV. The value obtained for the HOMO energy is -11.6 eV. For the energy above the lowest of the compared OMol25 structures with the same formula, charge and spin, the calculation gives 34.9 kJ/mol.

The geometry in ORCA input format:
```
! RIJCOSX wB97M-V def2-TZVPD def2/J DEFGRID3
* xyz 0 1
H -1.3609 -0.6120 -0.6617
H -1.0595 0.9525 -0.7262
H 1.0398 -0.9690 1.4978
H 0.7172 0.4748 1.1505
O -1.3294 0.1565 -1.2442
O 1.4123 -0.1373 1.0867
*
```

---

Entry from the OMol25 dataset: a single C4H8Cl3O4P molecule at a distorted geometry (wB97M-V/def2-TZVPD).

The SMILES is COP(=O)(OC)C(Cl)(Cl)[C@H](O)Cl. Its orbital gap is 11.15 eV. The value obtained for the HOMO energy is -10.7 eV. For the energy above the lowest of the compared OMol25 structures with the same formula, charge and spin, the calculation gives 0.0 kJ/mol.

The geometry in ORCA input format:
```
! RIJCOSX wB97M-V def2-TZVPD def2/J DEFGRID3
* xyz 0 1
C 0.0381 2.2970 1.2040
C 0.5449 -2.5417 -0.2546
C -2.6218 0.2658 -0.9051
C -2.2772 -0.0188 0.4829
O -0.0929 -0.7830 2.0807
O -2.1981 1.6035 -1.1276
O 0.3273 1.0898 0.3410
O 0.0403 -1.2074 -0.4674
P -0.4090 -0.2652 0.7337
Cl -4.3419 0.0906 -1.2683
Cl -3.0930 1.1590 1.6404
Cl -2.9647 -1.5959 0.9389
H 0.6356 2.1892 2.0565
H -1.0356 2.1590 1.4369
H 0.2215 3.1808 0.5700
H 1.2017 -2.8189 -0.9895
H -0.2538 -3.2217 -0.1010
H 1.2167 -2.6605 0.6206
H -2.0572 -0.5235 -1.4055
H -2.5492 1.7533 -2.0071
*
```

---

Entry from the OMol25 dataset: a molecular structure, C26H29BiClOPSi at a distorted geometry (wB97M-V/def2-TZVPD).

Its orbital gap is 6.71 eV. The value obtained for the HOMO energy is -7.1 eV.

The geometry in ORCA input format:
```
! RIJCOSX wB97M-V def2-TZVPD def2/J DEFGRID3
* xyz 0 1
C -0.8820 -2.5489 2.3368
C -0.9355 -2.7800 0.9438
C 0.3523 -2.5677 0.3949
H -1.8096 -3.1124 0.3871
C 1.2246 -2.1704 1.4193
C 0.4893 -2.1602 2.6659
H 0.9235 -2.1525 3.6637
H -1.6657 -2.7296 3.0704
H 0.6274 -2.7048 -0.6515
H 2.2931 -1.9928 1.3246
Bi -0.3821 0.1247 2.5108
Cl 1.4732 1.0638 1.1875
P -0.0282 0.4433 -2.4699
C 1.2565 -0.6689 -3.0259
C 1.1105 -1.5132 -4.1425
H 0.2186 -1.4357 -4.7658
C 2.1117 -2.4372 -4.4359
H 1.9920 -3.1011 -5.2925
C 3.2579 -2.5189 -3.6382
H 4.0313 -3.2509 -3.8731
C 3.4165 -1.6648 -2.5388
H 4.3179 -1.7184 -1.9262
C 2.4250 -0.7438 -2.2269
H 2.5218 -0.0888 -1.3582
C -1.6695 -0.0806 -2.9524
C -2.0419 -1.4377 -2.7869
H -1.2810 -2.1824 -2.5458
C -3.3755 -1.8116 -2.9228
H -3.6527 -2.8567 -2.7922
C -4.3549 -0.8538 -3.2147
H -5.4002 -1.1544 -3.3018
C -3.9883 0.4859 -3.3916
H -4.7508 1.2292 -3.6208
C -2.6579 0.8793 -3.2708
H -2.3738 1.9246 -3.4111
C 0.3227 2.1402 -2.9338
C 0.8689 2.4767 -4.1868
H 1.0478 1.6948 -4.9262
C 1.1752 3.8090 -4.4634
H 1.6038 4.0774 -5.4307
C 0.9400 4.8045 -3.5054
H 1.1819 5.8462 -3.7309
C 0.3998 4.4703 -2.2554
H 0.2114 5.2473 -1.5113
C 0.1110 3.1427 -1.9569
H -0.2602 2.8513 -0.9726
C 1.6670 0.4490 6.9635
Si 0.0647 0.4864 5.9706
C -1.0920 -0.9155 6.4784
C -0.7659 2.1460 6.2943
O 0.5251 0.3325 4.3931
H 1.4935 0.6527 8.0296
H 2.3539 1.2183 6.5785
H 2.1604 -0.5292 6.8782
H -1.2344 -0.8729 7.5696
H -2.0884 -0.8371 6.0190
H -0.6806 -1.9051 6.2312
H -0.1663 2.9665 5.8778
H -1.7731 2.2183 5.8647
H -0.8596 2.3172 7.3764
*
```